This record from the OMol25 dataset describes a 2-piece molecular cluster, C3H5P3 overall in a non-equilibrium geometry. The level of theory is ωB97M-V/def2-TZVPD.

XYZ file:
```
11
Properties=species:S:1:pos:R:3
C -0.842 -0.938 -0.769
C -1.100 1.146 0.686
C 1.657 0.082 0.108
P -2.367 -1.358 -0.376
P -2.616 0.407 0.848
P 0.035 0.543 -0.573
H 0.250 -1.901 -1.895
H -1.089 2.096 1.149
H 2.227 1.001 0.531
H 2.299 -0.365 -0.604
H 1.546 -0.716 0.894
```

Output
Orbital gap   7.95 eV
E   -31053.67392 eV
Spin multiplicity   1
Relative energy (zero: lowest compared OMol25 entry of this formula, charge and spin)   71.0 kcal/mol
Charge   0